[1]
92
Properties=species:S:1:pos:R:3 method="wB97M-V/def2-TZVPD" lumo_energy_ev="-2.8 / -2.8" homo_energy_ev="-10.18 / -10.15" orbital_gap_ev="7.39 / 7.34" s_squared=0.753 total_charge=+1 spin_multiplicity=2 energy_ev=-138452.5159
Cu 0.432 1.064 1.621
C 4.512 0.258 0.715
C 5.031 1.517 0.393
C 4.167 2.549 0.141
C 2.778 2.345 0.250
N 2.301 1.162 0.677
C 3.148 0.142 0.872
N 1.977 3.379 -0.168
C 0.699 3.429 -0.014
N -0.148 2.550 0.608
C -1.395 3.115 0.711
N -2.436 2.689 1.325
C -2.465 1.640 2.225
C -3.711 1.396 2.821
C -3.827 0.466 3.826
C -2.692 -0.221 4.238
C -1.501 0.040 3.603
N -1.382 0.928 2.603
C -1.386 4.410 -0.010
C -2.354 5.379 -0.171
C -1.982 6.555 -0.816
C -0.685 6.740 -1.287
C 0.287 5.759 -1.115
C -0.087 4.601 -0.463
H 5.160 -0.570 0.979
H 6.103 1.666 0.332
H 4.506 3.532 -0.154
H 2.701 -0.795 1.173
H -4.548 1.988 2.478
H -4.781 0.285 4.303
H -2.732 -0.942 5.042
H -0.590 -0.454 3.907
H -3.357 5.229 0.208
H -2.709 7.348 -0.940
H -0.426 7.669 -1.777
H 1.305 5.895 -1.458
C -4.277 -4.115 2.288
C -3.149 -3.712 2.987
C -2.171 -2.962 2.356
C -2.292 -2.588 1.015
C -3.443 -2.982 0.332
C -4.419 -3.748 0.960
P -0.939 -1.509 0.316
C -1.637 -1.331 -1.382
C -1.826 -2.322 -2.344
C -2.481 -2.037 -3.537
C -3.003 -0.770 -3.772
C -2.858 0.218 -2.807
C -2.155 -0.056 -1.637
C 0.397 -2.783 0.273
C 0.841 -3.511 -0.827
C 1.859 -4.449 -0.695
C 2.467 -4.661 0.535
C 2.072 -3.901 1.627
C 1.054 -2.968 1.493
H -5.035 -4.713 2.776
H -3.036 -3.976 4.032
H -1.291 -2.670 2.915
H -3.605 -2.701 -0.697
H -5.296 -4.053 0.403
H -1.518 -3.341 -2.152
H -2.623 -2.823 -4.269
H -3.551 -0.569 -4.685
H -3.304 1.196 -2.952
H -2.055 0.705 -0.866
H 0.417 -3.341 -1.807
H 2.177 -5.018 -1.562
H 3.246 -5.405 0.635
H 2.565 -4.027 2.583
H 0.797 -2.341 2.338
O 1.577 2.216 3.380
Cl 2.124 0.962 3.839
O 1.861 0.738 5.213
O 3.512 0.876 3.537
O 1.395 -0.086 3.046
N 0.160 1.010 -3.721
C 1.052 -0.176 -3.955
P 2.005 -0.152 -2.350
O 2.893 1.051 -2.521
O 0.958 -0.262 -1.295
C 3.256 -1.535 -2.362
N 4.571 -0.834 -2.220
H 0.754 1.808 -3.463
H -0.435 0.796 -2.909
H -0.434 1.252 -4.509
H 1.684 0.030 -4.816
H 0.443 -1.063 -4.116
H 3.228 -2.083 -3.302
H 3.064 -2.213 -1.535
H 5.328 -1.243 -2.756
H 4.339 0.164 -2.504
H 4.822 -0.730 -1.233



[2]
29
Properties=species:S:1:pos:R:3 method="wB97M-V/def2-TZVPD" lumo_energy_ev=0.3 homo_energy_ev=-7.94 orbital_gap_ev=8.26 de_lowest_kj_mol=0.0 total_charge=0 energy_ev=-18887.9672
O -2.570 -3.102 -0.682
O -2.841 -0.959 -1.628
O 0.886 -1.540 0.044
O 2.483 0.310 1.653
O -1.920 -1.188 0.641
B -2.469 -1.731 -0.556
N 0.305 1.123 -0.004
C 1.108 -0.839 -1.176
C 2.759 1.362 0.820
C -1.927 0.173 0.864
C 0.214 0.376 -1.272
C 1.463 2.033 0.317
C -0.543 0.737 1.156
H -2.320 -3.611 0.105
H -3.184 -1.580 -2.288
H -0.085 -1.576 0.252
H 1.937 -0.358 1.171
H 1.003 -1.480 -2.072
H 2.173 -0.563 -1.159
H 3.443 2.034 1.334
H 3.357 0.906 0.015
H -2.459 0.746 0.016
H -2.593 0.262 1.720
H -0.849 0.134 -1.419
H 0.582 1.108 -2.019
H 1.044 2.735 1.101
H 1.653 2.703 -0.490
H -0.021 0.084 1.822
H -0.630 1.699 1.732



[3]
56
Properties=species:S:1:pos:R:3 method="wB97M-V/def2-TZVPD" lumo_energy_ev=-7.0 homo_energy_ev=-13.59 orbital_gap_ev=6.55 total_charge=+2 energy_ev=-180336.8891
K -2.414 -3.212 2.957
K -0.307 -5.832 -0.905
K 3.910 -3.510 2.255
K 4.928 -0.236 1.518
N 2.534 -1.619 0.968
S 1.997 -2.210 -0.531
O 1.884 -1.223 -1.521
O 1.196 -3.378 -0.546
F 3.424 -2.921 -0.809
S 1.029 -1.200 1.461
O -0.003 -2.168 1.590
O 0.614 0.081 1.095
F 1.483 -1.061 3.010
N -4.377 -3.594 0.699
S -3.595 -3.657 -0.712
O -3.988 -2.722 -1.689
O -3.196 -4.970 -1.131
F -2.180 -3.078 -0.137
S -5.165 -4.993 0.792
O -4.438 -6.039 1.442
O -5.941 -5.350 -0.338
F -6.240 -4.491 1.836
C -2.425 -0.050 -1.462
O -2.164 0.589 -0.213
P -3.069 0.546 1.070
O -2.874 -0.644 1.897
O -2.749 1.910 1.794
C -1.689 1.982 2.753
O -4.528 0.777 0.550
C -4.852 1.934 -0.237
H -2.150 0.663 -2.236
H -3.478 -0.326 -1.495
H -1.823 -0.944 -1.619
H -1.883 2.911 3.286
H -0.713 2.112 2.280
H -1.705 1.122 3.415
H -4.071 2.692 -0.180
H -5.756 2.394 0.154
H -5.018 1.637 -1.270
C 6.313 4.344 -1.543
O 4.964 4.388 -1.026
P 4.162 3.073 -0.849
O 4.730 2.085 0.103
O 2.769 3.614 -0.461
C 1.855 2.954 0.428
O 4.015 2.545 -2.331
C 4.024 1.179 -2.702
H 6.999 4.358 -0.703
H 6.449 5.223 -2.166
H 6.448 3.485 -2.199
H 0.878 2.871 -0.036
H 1.764 3.574 1.321
H 2.264 1.992 0.736
H 4.194 0.546 -1.824
H 4.865 0.966 -3.363
H 3.093 0.880 -3.176